{
  "formula": "H31O15",
  "method": "ωB97M-V/def2-TZVPD",
  "species": ["O", "O", "O", "O", "O", "O", "O", "O", "O", "O", "O", "O", "O", "O", "O", "H", "H", "H", "H", "H", "H", "H", "H", "H", "H", "H", "H", "H", "H", "H", "H", "H", "H", "H", "H", "H", "H", "H", "H", "H", "H", "H", "H", "H", "H", "H"],
  "xyz": [[-0.06981, 2.96373, -1.07953], [1.72862, -3.01072, 1.56128], [-0.92399, 2.11507, -3.67247], [-3.29540, -2.78433, 0.21570], [1.74564, -1.35313, -3.34679], [-1.30819, 0.64016, -1.22020], [3.06518, -0.93547, 1.89416], [-0.79903, 2.91292, 3.66024], [-2.70427, -1.75876, -3.29167], [0.79241, -1.23922, 4.49328], [2.51105, 3.17064, -0.67264], [-1.11953, -4.10130, 0.02268], [2.06863, 0.64939, -1.58972], [-2.56413, -0.36603, 1.50926], [0.77133, 3.15774, 1.33756], [-1.76451, -3.89268, 0.72551], [0.26033, -1.95366, 4.82897], [-1.70972, 2.72425, 3.92497], [1.40773, -2.10599, 1.51973], [-3.18566, -2.84120, -0.72558], [-1.86800, 0.74655, -0.40263], [-2.21268, -1.14510, -3.81966], [2.31930, -0.80454, -3.81803], [-2.33095, -2.59218, -3.28337], [1.22208, 0.26849, -1.22523], [2.17725, -3.10635, 0.69875], [-1.25305, 1.57879, -2.95445], [3.67981, -1.72966, 2.00668], [2.75751, 2.62516, -1.44536], [-1.62193, -0.15220, -1.53874], [-2.84553, -1.28464, 1.51339], [-0.29607, -3.64970, 0.45672], [-3.25398, -3.60592, 0.75004], [0.05122, 1.89740, -3.63562], [-0.34728, 2.46476, 4.39763], [-1.68552, -0.40622, 1.84562], [0.29441, 3.79940, -1.30966], [2.68452, 4.09485, -0.94867], [2.90722, -0.64849, 2.76423], [0.64686, -0.48680, 5.06001], [2.48372, -0.01286, -2.14293], [0.23443, 3.02952, 0.26996], [-1.00305, 2.80018, -1.36451], [1.25371, 2.39466, 1.69169], [0.09491, 3.62789, 1.80333], [1.67519, -2.04082, -3.98068]],
  "atomic_forces_ev_per_a": [[-1.05, -1.25, 2.39], [-0.59, -1.01, -1.12], [1.86, -0.08, -0.29], [-1.02, 0.70, 2.35], [-1.07, -0.59, 1.22], [0.17, 2.94, 2.52], [2.03, -1.23, -1.49], [-0.09, -0.67, 0.83], [-1.96, 2.47, 1.09], [0.44, 0.30, -0.80], [0.45, 1.06, -0.85], [2.39, 1.25, 1.99], [-1.08, 0.23, 0.73], [-0.56, 0.59, -0.22], [-0.45, 0.22, -3.34], [0.92, -0.31, -0.81], [-0.26, -0.36, 0.30], [-0.22, 0.31, -0.46], [0.31, 0.21, 0.29], [0.25, -0.92, -0.38], [0.65, -0.28, -0.83], [0.56, 0.05, -0.63], [1.49, 1.88, -1.12], [1.53, -2.48, -0.37], [1.39, 0.43, -0.90], [-0.24, -0.10, 0.58], [-0.37, -0.46, 0.38], [-1.41, 1.65, -0.19], [-0.29, -0.02, 0.62], [-1.17, -3.21, -1.46], [-0.38, -0.27, -0.54], [-1.67, -1.45, -1.28], [-0.78, 0.59, -1.68], [-1.51, 0.43, -0.19], [0.27, 0.43, -0.44], [1.11, 0.04, 0.53], [0.14, 1.18, -1.07], [0.20, -0.75, 0.32], [-0.30, 0.47, 1.90], [-0.15, 0.12, 0.45], [-0.31, -0.40, 0.43], [1.20, -0.65, -0.21], [1.06, 0.55, -0.05], [-0.53, 0.24, 0.29], [-0.47, -0.23, 2.17], [-0.48, -1.60, -0.63]],
  "nbo_charge": [-0.884, -0.948, -0.952, -0.969, -0.938, -0.992, -0.959, -0.968, -0.956, -0.951, -0.974, -0.942, -0.981, -0.964, -0.850, 0.441, 0.485, 0.492, 0.481, 0.512, 0.507, 0.482, 0.462, 0.477, 0.496, 0.470, 0.472, 0.491, 0.507, 0.494, 0.502, 0.483, 0.475, 0.474, 0.480, 0.459, 0.517, 0.468, 0.472, 0.467, 0.484, 0.542, 0.542, 0.564, 0.551, 0.481],
  "largest_force_ev_per_a": 3.9,
  "charge": 1,
  "e_tot_ev": -31207.5751,
  "relative_energy_kcal_mol": 91.4,
  "molar_mass_g_mol": 271.2,
  "multiplicity": 1
}



{
  "formula": "C12H17N",
  "method": "ωB97M-V/def2-TZVPD",
  "species": ["N", "C", "C", "C", "C", "C", "C", "C", "C", "C", "C", "C", "C", "H", "H", "H", "H", "H", "H", "H", "H", "H", "H", "H", "H", "H", "H", "H", "H", "H"],
  "xyz": [[-1.61465, -0.42288, 1.22163], [0.78816, -1.90594, -3.06417], [-2.05386, 1.57191, 2.23402], [1.69142, 1.94488, 2.32270], [2.03599, 0.87713, 1.48127], [-0.33158, 0.24352, 1.28583], [-2.59473, 0.49676, 1.58408], [1.04851, -0.07696, 1.09798], [-0.65162, 1.46973, 1.93867], [-2.54725, 2.71132, 3.02354], [1.98413, -1.50632, -3.99909], [0.34369, 2.26385, 2.49206], [0.26853, -3.29539, -3.30074], [3.01836, 0.72143, 1.11821], [-3.68446, 0.25473, 1.57585], [1.23082, -1.87279, -2.07612], [0.12420, 3.15819, 3.12698], [1.58917, -1.35923, -4.90170], [-0.14303, -3.40489, -4.22048], [2.28313, -0.46484, -3.56615], [-1.83079, 3.32491, 3.51620], [1.07857, -4.03175, -3.53192], [-3.06824, 2.35343, 3.83973], [-0.06320, -1.22408, -3.18975], [-0.35312, -3.58433, -2.51283], [2.49673, 2.55363, 2.84940], [-3.37057, 3.21306, 2.48398], [1.19504, -0.85777, 0.54953], [2.85564, -2.10767, -3.90608], [-1.72500, -1.04364, 0.52734]],
  "atomic_forces_ev_per_a": [[2.55, 3.19, 1.46], [1.42, -0.31, -0.60], [1.40, -0.54, -1.84], [0.47, 0.84, 0.04], [-2.12, -1.38, 0.22], [-0.69, 1.16, 1.87], [-1.50, 0.16, 1.67], [-2.29, 5.59, 2.41], [0.71, -0.48, 0.90], [-1.95, -0.08, -1.31], [-0.43, 2.59, 5.27], [1.35, 0.92, 0.86], [3.12, -0.46, 0.28], [0.95, -0.20, 0.13], [1.21, -0.14, -0.24], [-0.49, 0.29, 0.55], [0.00, -1.00, -0.67], [-0.84, 0.36, -4.05], [-2.38, 0.25, -2.72], [-0.24, -1.56, -1.09], [0.73, 0.76, -0.57], [-0.05, 0.36, 1.31], [-1.28, -1.17, 1.99], [0.50, 0.25, 0.30], [-1.04, -0.90, 0.99], [-1.18, -0.75, -1.03], [0.80, 0.57, 0.07], [1.76, -4.73, -3.14], [0.42, -0.85, -0.21], [-0.92, -2.73, -2.83]],
  "nbo_charge": [-0.528, -0.385, -0.101, -0.230, -0.214, 0.115, -0.031, -0.226, -0.021, -0.638, -0.591, -0.223, -0.609, 0.212, 0.210, 0.188, 0.208, 0.195, 0.201, 0.197, 0.226, 0.197, 0.221, 0.196, 0.205, 0.216, 0.225, 0.191, 0.207, 0.386],
  "smiles": "Cc1c[nH]c2ccccc12.CCC",
  "largest_force_ev_per_a": 6.5,
  "e_tot_ev": -14207.6051,
  "relative_energy_kcal_mol": 63.0,
  "molar_mass_g_mol": 175.3,
  "multiplicity": 1
}



{
  "formula": "C6H10N2",
  "method": "ωB97M-V/def2-TZVPD",
  "species": ["N", "N", "C", "C", "C", "C", "C", "C", "H", "H", "H", "H", "H", "H", "H", "H", "H", "H"],
  "xyz": [[0.54567, -1.36262, 0.16817], [-0.87098, 1.74798, -0.01940], [0.48116, -0.19313, 1.04808], [1.73003, 0.25774, -0.75733], [-0.57584, 0.31249, 0.04141], [0.42560, -0.47583, -0.96880], [1.58727, 0.49308, 0.54924], [-1.94901, -0.63145, 0.00677], [0.39531, -0.44273, 2.24214], [2.64466, 0.71294, -1.34095], [-1.35477, -1.55753, 0.72679], [1.46118, -1.94958, 0.14788], [1.77082, 1.24867, 1.52966], [-0.04159, -1.06263, -1.91054], [0.29573, 2.01532, -0.06315], [-2.61283, -1.20462, -0.96987], [-2.67611, 0.18381, 0.57890], [-1.25631, 1.90808, -1.00899]],
  "atomic_forces_ev_per_a": [[0.82, -4.88, 0.53], [4.26, -0.62, -1.73], [-2.64, -3.74, 2.18], [3.08, 2.84, -1.14], [-4.02, -1.31, -2.76], [-1.09, -1.62, -1.29], [3.67, 5.06, 4.30], [-0.19, -0.16, 2.69], [-0.13, 1.05, -3.05], [-2.51, -0.96, 0.64], [-3.10, 2.46, -2.14], [-1.84, 1.66, 0.43], [1.52, -1.34, -3.47], [1.58, 1.97, 1.76], [-4.15, 0.28, -0.20], [2.72, 2.24, 2.63], [1.24, -2.84, -1.21], [0.79, -0.08, 1.84]],
  "nbo_charge": [-0.616, -0.835, -0.179, -0.251, 0.201, -0.150, -0.245, -0.722, 0.225, 0.251, 0.278, 0.363, 0.252, 0.235, 0.366, 0.243, 0.221, 0.365],
  "largest_force_ev_per_a": 7.6,
  "e_tot_ev": -9356.0261,
  "relative_energy_kcal_mol": 194.0,
  "molar_mass_g_mol": 110.2,
  "multiplicity": 1
}